The following is a quantum chemistry calculation of a structure of composition C4H12Cl2NSi, from the Open Molecules 2025 dataset.

Geometry (Å):
C1 1.55123 -0.47062 0.88975
C2 -0.90632 -0.04600 1.39327
C3 -0.43237 -1.31021 -1.79820
C4 0.38321 0.24703 0.71942
N1 0.41631 1.51630 0.04365
Si1 -1.24245 0.06030 -2.54564
Cl1 0.35407 1.51130 -2.90891
Cl2 -2.49198 1.13190 -1.41551
H1 1.96851 -0.49309 1.94676
H2 1.46155 -1.59484 0.90205
H3 2.40102 -0.36608 0.15972
H4 -1.23516 0.85520 1.90434
H5 -0.78336 -0.89737 2.12235
H6 -1.66813 -0.26525 0.51746
H7 -1.02342 -2.23179 -1.52704
H8 0.64089 -1.47673 -1.78858
H9 -0.60612 1.72931 0.03364
H10 0.62737 1.58164 -1.15862
H11 0.92733 2.31643 0.56486
H12 -1.84325 0.14084 -3.89333

Summary:
total charge	+1
ΔE to the lowest compared entry with this formula, charge and spin	102.5	kcal/mol
HOMO level (spin up / spin down)	-13.908 / -11.882	eV